Here is a 12-piece molecular cluster, C31H76BO19 overall at a distorted geometry from the Open Molecules 2025 dataset. Energies are from ωB97M-V/def2-TZVPD.

The LUMO energy comes out at 1.9 eV. The value obtained for the HOMO energy is -7.33 eV. As for the largest force on an atom: 0.099 hartree/bohr. As for the net charge: -1.

Each line ends with the Mulliken charge.
Cartesian coordinates (Å):
O 2.406 2.224 -2.231  -0.652
C 1.393 1.548 -1.940  0.645
O 0.866 1.440 -0.721  -0.378
B -0.365 0.629 -0.830  1.031
O -0.554 0.257 -2.213  -0.467
C 0.442 0.833 -2.922  0.537
O 0.582 0.821 -4.150  -0.633
O -1.523 1.374 -0.345  -0.497
C -2.263 0.716 0.521  0.588
O -3.392 1.016 1.023  -0.653
C -1.576 -0.651 0.621  0.609
O -0.457 -0.605 -0.040  -0.462
O -1.952 -1.628 1.307  -0.670
C -3.265 0.416 -9.580  -0.475
O -4.624 0.352 -10.038  -0.502
H -3.049 -0.529 -9.082  0.226
H -2.487 0.490 -10.339  0.255
H -3.210 1.196 -8.821  0.200
H -4.617 0.260 -10.994  0.296
C -9.634 5.656 2.921  -0.498
O -9.738 4.228 3.146  -0.502
H -8.592 5.977 2.941  0.239
H -9.988 5.972 1.940  0.237
H -10.204 6.215 3.664  0.212
H -8.909 3.835 2.866  0.313
C 6.227 2.792 -9.856  -0.519
O 6.926 2.842 -11.096  -0.485
H 5.249 3.270 -9.914  0.245
H 6.167 1.827 -9.353  0.259
H 6.895 3.299 -9.159  0.207
H 6.337 2.348 -11.671  0.294
C -1.029 6.900 -6.761  -1.181
C 0.049 7.111 -7.810  0.482
C -0.448 7.324 -9.252  -1.208
O 0.673 8.331 -7.453  -0.565
H -0.630 6.853 -5.748  0.350
H -1.495 5.915 -6.760  0.340
H -1.767 7.702 -6.766  0.270
H 0.827 6.352 -7.729  0.260
H 0.455 7.624 -9.785  0.284
H -1.102 8.196 -9.247  0.304
H -0.982 6.542 -9.792  0.355
H 1.172 8.217 -6.641  0.310
C 2.953 -5.976 4.479  -1.334
C 4.301 -6.629 4.376  0.601
C 5.310 -5.891 5.204  -1.354
O 4.152 -7.887 4.980  -0.552
H 2.523 -6.071 5.476  0.341
H 2.243 -6.521 3.858  0.292
H 2.912 -4.901 4.300  0.360
H 4.552 -6.662 3.316  0.292
H 5.049 -5.805 6.259  0.333
H 5.464 -4.875 4.842  0.373
H 6.307 -6.326 5.146  0.312
H 4.085 -8.502 4.246  0.335
C -2.611 -2.145 10.153  -1.220
C -2.897 -0.903 9.335  0.399
C -4.325 -0.650 9.018  -1.257
O -2.401 0.166 10.145  -0.569
H -3.332 -2.221 10.967  0.303
H -1.589 -2.084 10.526  0.313
H -2.805 -3.035 9.555  0.360
H -2.261 -0.921 8.450  0.306
H -4.948 -0.772 9.904  0.340
H -4.567 -1.239 8.134  0.364
H -4.439 0.337 8.570  0.333
H -3.008 0.364 10.862  0.328
C 2.762 4.378 4.977  -1.292
C 2.522 3.081 5.819  0.500
C 3.775 2.402 6.315  -1.199
O 2.004 3.611 7.071  -0.535
H 3.461 4.172 4.167  0.333
H 3.206 5.149 5.607  0.329
H 1.934 4.885 4.481  0.323
H 1.887 2.324 5.359  0.264
H 4.534 3.071 6.722  0.290
H 4.369 1.931 5.532  0.361
H 3.512 1.599 7.003  0.316
H 1.622 2.807 7.432  0.311
C -9.647 -4.665 3.198  -1.371
C -10.773 -5.705 3.364  0.606
C -10.335 -7.028 3.990  -1.195
O -11.815 -5.116 4.111  -0.540
H -8.906 -5.017 2.481  0.359
H -9.183 -4.653 4.184  0.328
H -10.111 -3.705 2.973  0.395
H -11.086 -5.851 2.330  0.148
H -10.070 -6.929 5.043  0.319
H -9.479 -7.411 3.434  0.332
H -11.168 -7.730 4.027  0.317
H -11.681 -4.169 4.191  0.302
C 5.578 -4.059 -2.807  -1.232
C 6.692 -3.085 -2.562  0.589
C 6.759 -2.534 -1.147  -1.319
O 7.891 -3.735 -2.750  -0.543
H 4.640 -3.614 -2.474  0.327
H 5.683 -5.016 -2.296  0.311
H 5.480 -4.370 -3.847  0.357
H 6.642 -2.233 -3.240  0.190
H 6.975 -3.376 -0.490  0.319
H 5.825 -2.095 -0.794  0.365
H 7.647 -1.924 -0.982  0.315
H 7.862 -3.943 -3.687  0.322
C 7.042 10.810 -3.446  -1.326
C 7.195 9.322 -3.184  0.462
C 7.868 9.104 -1.768  -1.169
O 5.908 8.800 -3.260  -0.545
H 7.967 11.360 -3.621  0.363
H 6.481 11.271 -2.633  0.325
H 6.424 11.041 -4.314  0.335
H 7.731 8.838 -4.001  0.246
H 8.883 9.501 -1.756  0.321
H 7.992 8.082 -1.411  0.357
H 7.270 9.587 -0.996  0.312
H 5.959 7.842 -3.209  0.320
C -1.786 -9.055 -1.037  -1.120
C -3.223 -8.576 -1.106  0.408
C -3.641 -7.883 -2.416  -1.224
O -3.931 -9.818 -0.992  -0.535
H -1.419 -9.229 -0.025  0.362
H -1.265 -8.124 -1.262  0.305
H -1.523 -9.843 -1.743  0.292
H -3.342 -7.800 -0.350  0.214
H -4.716 -7.706 -2.465  0.320
H -3.260 -8.402 -3.296  0.309
H -3.161 -6.904 -2.409  0.354
H -3.940 -10.007 -0.051  0.316



Here is a 10-piece molecular cluster, C31H79N3O20 overall at a distorted geometry from the Open Molecules 2025 dataset. Energies are from ωB97M-V/def2-TZVPD.

The LUMO energy comes out at 0.4 eV. As for the SMILES: C[N+](=O)[O-].C[N+](=O)[O-].C[N+](=O)[O-].COCCOC.COCCOC.COCCOC.COCCOC.COCCOC.COCCOC.COCCOC. The value obtained for the HOMO energy is -9.39 eV. As for the largest force on an atom: 0.075 hartree/bohr. As for the net charge: 0.

Each line ends with the Mulliken charge.
Cartesian coordinates (Å):
C 1.866 -5.692 -2.170  -0.719
N 2.026 -6.203 -3.576  1.045
O 1.389 -5.637 -4.429  -0.535
O 2.784 -7.137 -3.777  -0.609
H 0.854 -5.567 -1.971  0.267
H 2.469 -4.765 -2.162  0.199
H 2.297 -6.446 -1.526  0.354
C 2.247 1.171 2.200  -0.525
N 2.239 1.721 3.606  1.145
O 2.190 0.945 4.552  -0.601
O 2.296 2.906 3.742  -0.622
H 3.047 1.703 1.711  0.422
H 1.308 1.470 1.788  0.452
H 2.329 0.103 2.105  -0.239
C 1.547 2.823 -3.534  -0.580
N 0.647 1.904 -4.407  1.042
O 1.115 1.195 -5.251  -0.561
O -0.535 2.022 -4.211  -0.588
H 1.123 3.816 -3.498  0.267
H 2.477 2.713 -4.074  0.395
H 1.623 2.519 -2.528  0.067
C -1.586 5.724 -0.917  0.095
O -2.662 5.968 -1.719  -0.493
C -3.047 4.709 -2.301  0.280
C -4.185 4.134 -1.529  -0.814
O -3.623 3.188 -0.585  -0.047
C -4.631 2.516 0.203  -0.656
H -1.885 5.347 0.055  -0.166
H -1.138 6.686 -0.697  0.432
H -0.882 5.020 -1.329  -0.052
H -2.202 4.010 -2.313  -0.393
H -3.444 4.766 -3.346  0.334
H -4.793 3.534 -2.166  0.558
H -4.773 4.855 -1.002  0.405
H -5.472 2.130 -0.447  0.369
H -5.025 3.107 1.060  0.154
H -4.156 1.652 0.655  0.113
C -2.469 -5.347 -4.832  -0.871
O -2.011 -5.033 -3.528  -0.154
C -3.011 -4.417 -2.736  -0.818
C -2.325 -3.947 -1.490  0.380
O -1.668 -5.005 -0.898  -0.427
C -1.227 -4.715 0.438  -0.207
H -3.118 -4.566 -5.210  0.384
H -2.972 -6.308 -4.807  0.279
H -1.546 -5.357 -5.472  0.184
H -3.761 -5.106 -2.467  0.418
H -3.477 -3.479 -3.258  0.320
H -3.065 -3.475 -0.783  0.394
H -1.727 -3.078 -1.595  -0.162
H -1.286 -5.668 0.932  0.458
H -1.736 -3.840 0.827  0.137
H -0.118 -4.462 0.326  -0.149
C -4.498 4.861 4.153  -0.743
O -3.810 4.568 2.929  -0.261
C -2.435 4.257 2.979  0.064
C -2.091 2.922 3.687  0.079
O -2.594 2.970 5.043  -0.355
C -1.985 1.970 5.845  -0.502
H -4.076 5.694 4.683  0.322
H -4.614 4.002 4.886  0.220
H -5.462 5.067 3.812  0.318
H -1.919 5.120 3.448  0.361
H -2.078 4.126 1.954  -0.572
H -0.997 2.825 3.638  0.378
H -2.500 2.091 3.120  0.112
H -1.506 2.359 6.751  0.291
H -1.068 1.448 5.253  0.064
H -2.709 1.195 6.079  0.207
C 6.895 1.563 -3.971  -0.831
O 5.563 1.336 -3.578  -0.194
C 5.239 0.039 -3.853  -1.033
C 3.833 -0.320 -3.337  -0.281
O 3.912 -0.683 -1.965  -0.228
C 3.816 0.506 -1.202  0.329
H 7.199 2.615 -3.662  0.215
H 6.921 1.537 -5.095  0.319
H 7.577 0.853 -3.545  0.350
H 5.853 -0.735 -3.436  0.435
H 5.293 -0.134 -4.989  0.446
H 3.424 -1.172 -3.850  0.565
H 3.170 0.562 -3.466  -0.011
H 2.742 0.770 -1.097  -0.298
H 4.395 1.321 -1.670  0.492
H 4.136 0.313 -0.212  -0.190
C 2.057 -2.600 0.263  -1.110
O 2.856 -1.905 1.202  0.144
C 4.128 -2.465 1.454  -0.714
C 4.725 -1.626 2.570  -0.704
O 4.878 -0.259 2.140  -0.172
C 5.359 0.514 3.225  -0.981
H 0.986 -2.236 0.192  -0.036
H 2.085 -3.672 0.564  0.527
H 2.538 -2.575 -0.650  0.531
H 4.739 -2.416 0.566  0.292
H 3.847 -3.454 1.825  0.405
H 5.689 -2.101 2.804  0.447
H 4.136 -1.555 3.479  0.389
H 6.355 0.200 3.560  0.328
H 4.633 0.555 4.032  0.383
H 5.444 1.623 2.983  0.241
C -5.200 0.879 3.555  -0.589
O -4.003 0.170 3.610  0.048
C -4.146 -1.206 3.775  -0.864
C -2.706 -1.774 3.891  -0.570
O -1.867 -1.559 2.800  -0.107
C -0.528 -1.842 3.181  -0.520
H -5.805 0.381 2.856  0.500
H -4.872 1.809 3.053  -0.203
H -5.568 1.080 4.562  0.243
H -4.643 -1.609 2.888  0.423
H -4.784 -1.419 4.615  0.397
H -2.898 -2.888 4.002  0.300
H -2.328 -1.356 4.830  0.331
H -0.508 -2.904 3.337  0.394
H -0.302 -1.264 4.051  0.513
H 0.165 -1.493 2.421  -0.365
C -0.724 2.249 -0.401  -0.715
O 0.196 1.303 -0.995  0.157
C -0.482 0.161 -1.451  -0.717
C 0.610 -0.707 -2.097  1.436
O 0.077 -2.003 -2.343  -0.258
C 0.970 -2.764 -3.189  -0.375
H -1.625 2.494 -1.019  0.374
H -0.088 3.088 -0.117  0.280
H -1.126 1.789 0.542  0.025
H -1.373 0.401 -2.104  0.231
H -0.783 -0.367 -0.514  0.168
H 1.462 -0.776 -1.403  -1.096
H 0.938 -0.205 -3.077  -0.116
H 0.612 -3.742 -3.308  0.155
H 2.022 -2.676 -2.955  -0.116
H 0.905 -2.229 -4.195  0.239



Here is C31H82FeO11 as an isolated structure at a distorted geometry from the Open Molecules 2025 dataset. Energies are from ωB97M-V/def2-TZVPD.

The LUMO energy (alpha / beta) comes out at 0.4 / -1.1 eV. The value obtained for the HOMO energy (alpha / beta) is -5.20 / -8.40 eV. As for the largest force on an atom: 0.088 hartree/bohr. Its spin multiplicity is 7. As for the net charge: 0.

Each line ends with the Mulliken charge.
Cartesian coordinates (Å):
Fe -1.700 -3.619 -0.455  -0.215
C -4.652 -0.766 -0.440  -0.594
C -4.703 -2.091 0.343  -0.435
O -3.567 -2.852 0.060  -0.304
H -4.800 -0.955 -1.503  0.318
H -3.717 -0.230 -0.277  -0.318
H -5.516 -0.140 -0.219  0.467
H -5.627 -2.604 0.079  0.220
H -4.814 -1.804 1.389  0.257
C 0.770 0.025 -0.374  1.317
C -0.534 -0.485 0.246  1.359
O -0.758 -1.830 -0.168  0.433
H 1.560 -0.536 0.125  -0.580
H 0.870 1.090 -0.164  -0.273
H 0.833 -0.152 -1.448  -0.580
H -1.365 0.159 -0.042  -0.683
H -0.410 -0.443 1.328  -0.722
C 1.412 0.570 -4.359  -0.176
C 2.141 0.497 -5.698  0.342
C 1.400 -0.192 -6.802  -1.527
O 2.254 1.822 -6.029  -0.593
H 0.417 1.003 -4.462  0.233
H 1.976 1.174 -3.649  0.093
H 1.211 -0.424 -3.960  -0.192
H 3.161 0.128 -5.589  0.343
H 0.343 0.073 -6.815  0.346
H 1.408 -1.281 -6.762  0.326
H 1.760 0.048 -7.803  0.375
H 3.041 2.114 -5.563  0.351
C -2.171 -2.166 5.541  -1.427
C -3.112 -1.725 4.419  0.501
C -2.763 -0.391 3.786  -0.878
O -3.163 -2.756 3.448  -0.563
H -1.119 -2.189 5.254  0.196
H -2.411 -3.172 5.884  0.368
H -2.321 -1.489 6.382  0.464
H -4.109 -1.634 4.848  0.355
H -2.694 0.359 4.575  0.401
H -3.488 -0.059 3.042  0.525
H -1.767 -0.385 3.344  -0.266
H -3.588 -2.401 2.664  -0.043
C -1.379 -3.272 -4.635  -1.606
C -1.477 -2.454 -3.339  1.374
C -2.112 -1.102 -3.533  -0.570
O -2.196 -3.218 -2.458  -0.140
H -0.978 -4.284 -4.590  0.410
H -0.820 -2.746 -5.410  0.230
H -2.299 -3.424 -5.199  0.464
H -0.443 -2.320 -3.021  -0.447
H -3.098 -1.311 -3.947  0.474
H -1.439 -0.531 -4.173  0.099
H -2.227 -0.595 -2.575  -0.258
H -2.982 -3.537 -2.908  0.285
C 2.293 3.599 -1.529  -0.348
C 2.297 5.060 -1.222  0.412
C 2.981 5.879 -2.358  -1.518
O 0.955 5.552 -0.975  -0.529
H 3.195 3.148 -1.943  0.598
H 1.564 3.361 -2.303  -0.194
H 2.034 3.053 -0.622  -0.172
H 3.024 5.135 -0.414  0.293
H 3.840 5.326 -2.739  0.369
H 3.330 6.836 -1.971  0.379
H 2.266 6.078 -3.156  0.344
H 1.013 6.051 -0.157  0.299
C 3.982 -2.009 0.009  -0.687
C 4.210 -2.603 -1.408  0.252
C 3.310 -1.926 -2.415  -0.761
O 5.494 -2.255 -1.811  -0.591
H 4.678 -2.457 0.717  0.428
H 2.982 -2.281 0.345  -0.022
H 3.981 -0.920 0.041  0.091
H 4.011 -3.674 -1.449  0.333
H 2.307 -1.896 -1.988  -0.290
H 3.266 -2.562 -3.299  0.571
H 3.573 -0.917 -2.732  0.302
H 5.718 -2.723 -2.619  0.348
C 0.310 -3.518 2.937  0.193
C -0.492 -4.725 2.464  0.046
C -1.052 -5.612 3.593  -1.405
O -1.498 -4.138 1.631  0.182
H -0.354 -2.713 3.253  -0.462
H 0.946 -3.127 2.143  -0.397
H 0.992 -3.905 3.694  0.590
H 0.110 -5.452 1.919  0.396
H -1.624 -4.983 4.276  0.140
H -0.246 -6.100 4.141  0.435
H -1.723 -6.405 3.266  0.372
H -2.158 -3.850 2.266  0.188
C 3.488 1.186 2.591  -1.132
C 2.509 0.355 3.440  1.545
C 3.201 -0.801 4.159  -1.456
O 1.916 1.194 4.429  -0.565
H 4.288 1.676 3.146  0.473
H 2.984 1.949 1.999  0.226
H 3.880 0.511 1.830  0.144
H 1.831 -0.197 2.789  -0.580
H 2.453 -1.492 4.548  0.291
H 3.833 -0.487 4.990  0.404
H 3.835 -1.369 3.479  0.278
H 2.616 1.693 4.857  0.323
C -2.876 2.610 -0.910  -1.379
C -1.519 3.285 -1.270  2.261
C -1.261 3.013 -2.710  -1.441
O -1.683 4.669 -1.150  -0.696
H -3.034 1.637 -1.374  0.062
H -3.701 3.042 -1.476  0.493
H -2.992 2.644 0.173  0.056
H -0.723 2.844 -0.670  -0.561
H -2.066 3.301 -3.386  0.368
H -1.128 1.942 -2.861  0.076
H -0.360 3.487 -3.098  0.330
H -0.788 4.986 -1.010  0.574
C -2.398 3.359 3.367  -1.666
C -1.022 2.685 3.241  1.840
C 0.006 3.760 2.868  -1.021
O -0.624 2.266 4.502  -0.639
H -2.525 4.142 4.114  0.445
H -3.079 2.573 3.693  0.273
H -2.732 3.824 2.439  0.333
H -1.061 1.826 2.571  -0.603
H 1.016 3.361 2.961  0.266
H -0.172 4.625 3.507  0.367
H -0.144 4.119 1.850  0.093
H 0.280 1.961 4.397  0.496